Below is a 2-piece molecular cluster, CH2NO3S overall at a distorted geometry, with properties calculated with ωB97M-V/def2-TZVPD.

CARTESIAN COORDINATES (ANGSTROEM)
1 S 0.798 -1.458 -1.923
2 O -2.341 -0.134 -1.192
3 O 1.613 -0.265 1.245
4 O -0.292 1.193 0.790
5 N 0.359 0.281 0.271
6 C 0.332 -0.368 -0.829
7 H -2.007 0.455 -0.417
8 H 1.538 0.297 2.055

LUMO (alpha / beta)   3.72 / 2.14 eV
Multiplicity   3
E   -19531.319 eV
Largest force on an atom   4.68 eV/A
Charge   -1
ΔE to the lowest compared entry with this formula, charge and spin   480.4 kJ/mol

In the Mulliken picture, each atom carries the following charge in e: S -0.40; O -0.42; O -0.63; O -0.78; N 0.50; C 0.08; H 0.37; H 0.27

Below is a 2-piece molecular cluster, CH2NO4P overall at a distorted geometry, with properties calculated with ωB97M-V/def2-TZVPD.

CARTESIAN COORDINATES (ANGSTROEM)
1 P -1.565 -1.165 0.343
2 O 2.120 1.889 -1.008
3 O -0.990 -2.252 -0.499
4 O -1.560 -1.324 1.824
5 O -2.550 -0.228 -0.268
6 N 0.556 0.693 0.210
7 C 1.682 0.888 -0.397
8 H -0.069 1.497 0.093
9 H 2.375 0.002 -0.296

LUMO   7.10 eV
E   -20040.292 eV
Largest force on an atom   1.34 eV/A
Charge   -2
ΔE to the lowest compared entry with this formula, charge and spin   70.1 kJ/mol

In the Mulliken picture, each atom carries the following charge in e: P 0.99; O -0.77; O -0.68; O -0.69; O -0.70; N -0.46; C -0.12; H 0.12; H 0.30

Below is CH2NO4S as an isolated structure at a distorted geometry, with properties calculated with ωB97M-V/def2-TZVPD.

CARTESIAN COORDINATES (ANGSTROEM)
1 S -1.758 -0.062 0.375
2 O -2.234 -1.408 0.063
3 O 1.420 1.319 1.111
4 O 1.633 1.119 -1.017
5 O -2.089 0.948 -0.622
6 N 1.252 0.679 0.069
7 C 0.479 -0.477 0.106
8 H 0.831 -1.083 0.827
9 H 0.466 -1.035 -0.911

LUMO   3.87 eV
E   -21582.806 eV
Largest force on an atom   4.66 eV/A
Charge   -1
ΔE to the lowest compared entry with this formula, charge and spin   374.9 kJ/mol

In the Mulliken picture, each atom carries the following charge in e: S 0.58; O -0.55; O -0.61; O -0.60; O -0.51; N 0.82; C -0.80; H 0.38; H 0.29

Below is a 2-piece molecular cluster, CH2NOPS overall at a distorted geometry, with properties calculated with ωB97M-V/def2-TZVPD.

CARTESIAN COORDINATES (ANGSTROEM)
1 S 1.884 -0.273 -0.240
2 P -2.178 1.045 0.156
3 O -0.083 2.050 1.729
4 N 0.705 -1.250 -0.775
5 C -0.917 1.535 1.087
6 H 0.282 -2.070 -0.288
7 H 0.307 -1.038 -1.670

LUMO (alpha / beta)   0.65 / -2.55 eV
Multiplicity   3
E   -24727.993 eV
Largest force on an atom   2.08 eV/A
ΔE to the lowest compared entry with this formula, charge and spin   0.0 kJ/mol

In the Mulliken picture, each atom carries the following charge in e: S -0.14; P -0.17; O -0.31; N -0.37; C 0.49; H 0.26; H 0.25

Below is a 2-piece molecular cluster, CH2NOS3 overall at a distorted geometry, with properties calculated with ωB97M-V/def2-TZVPD.

CARTESIAN COORDINATES (ANGSTROEM)
1 S -3.123 0.495 -0.313
2 S 1.516 1.403 0.751
3 S 2.041 -1.095 0.774
4 O 1.967 0.074 -1.596
5 N -1.780 -0.483 0.156
6 C 1.869 0.163 -0.375
7 H -1.381 -0.079 1.133
8 H -1.108 -0.479 -0.530

LUMO (alpha / beta)   2.92 / 1.68 eV
E   -37112.746 eV
Largest force on an atom   5.92 eV/A
Charge   -1
ΔE to the lowest compared entry with this formula, charge and spin   196.4 kJ/mol

In the Mulliken picture, each atom carries the following charge in e: S -0.16; S -0.39; S -0.37; O -0.61; N -0.44; C 0.39; H 0.31; H 0.28

Below is CH2NP in the gas phase at a distorted geometry, with properties calculated with ωB97M-V/def2-TZVPD.

CARTESIAN COORDINATES (ANGSTROEM)
1 P 0.229 0.818 -0.195
2 N 3.045 -0.206 0.055
3 C 1.846 0.154 -0.085
4 H -0.195 -0.118 -1.144
5 H -0.234 0.054 0.884

LUMO   0.75 eV
E   -11846.628 eV
Largest force on an atom   10.64 eV/A
SMILES   N#CP
ΔE to the lowest compared entry with this formula, charge and spin   49.9 kJ/mol

In the Mulliken picture, each atom carries the following charge in e: P -0.13; N -0.36; C 0.33; H 0.08; H 0.08

Below is CH2O2 in the gas phase at a distorted geometry, with properties calculated with ωB97M-V/def2-TZVPD.

CARTESIAN COORDINATES (ANGSTROEM)
1 O -1.159 -0.206 0.036
2 O 1.020 -0.324 -0.038
3 C -0.137 0.391 -0.045
4 H 1.756 0.452 0.353
5 H 0.181 1.444 -0.066

LUMO   0.27 eV
E   -5163.456 eV
Largest force on an atom   5.44 eV/A
SMILES   O=CO
ΔE to the lowest compared entry with this formula, charge and spin   92.5 kJ/mol

In the Mulliken picture, each atom carries the following charge in e: O -0.43; O -0.43; C 0.31; H 0.36; H 0.20

Below is CH2O2 in the gas phase at a distorted geometry, with properties calculated with ωB97M-V/def2-TZVPD.

CARTESIAN COORDINATES (ANGSTROEM)
1 O -1.091 0.545 -0.496
2 O 0.505 -0.221 0.774
3 C -0.040 0.001 -0.455
4 H 0.813 -0.373 -1.220
5 H -0.187 0.047 1.396

LUMO   0.95 eV
E   -5164.082 eV
Largest force on an atom   2.99 eV/A
SMILES   O=CO
ΔE to the lowest compared entry with this formula, charge and spin   32.1 kJ/mol

In the Mulliken picture, each atom carries the following charge in e: O -0.49; O -0.42; C 0.34; H 0.24; H 0.32

Below is CH2O2S in the gas phase at a distorted geometry, with properties calculated with ωB97M-V/def2-TZVPD.

CARTESIAN COORDINATES (ANGSTROEM)
1 S -2.144 -0.429 0.865
2 O 0.430 -0.462 0.509
3 O 1.546 -0.315 -0.446
4 C -0.855 0.022 0.058
5 H 1.982 0.504 -0.161
6 H -0.959 0.680 -0.825

LUMO   -0.15 eV
E   -15995.792 eV
Largest force on an atom   1.99 eV/A
SMILES   OOC=S
ΔE to the lowest compared entry with this formula, charge and spin   399.8 kJ/mol

In the Mulliken picture, each atom carries the following charge in e: S -0.23; O -0.16; O -0.33; C 0.07; H 0.35; H 0.31

Below is a 2-piece molecular cluster, CH2O2S overall at a distorted geometry, with properties calculated with ωB97M-V/def2-TZVPD.

CARTESIAN COORDINATES (ANGSTROEM)
1 S -1.172 0.216 -0.632
2 O 2.850 -1.480 -0.146
3 O -1.315 0.482 0.972
4 C 2.602 -0.517 -0.636
5 H -1.665 -0.270 1.560
6 H -1.300 1.569 -1.116

LUMO   0.35 eV
E   -15997.848 eV
Largest force on an atom   2.69 eV/A
ΔE to the lowest compared entry with this formula, charge and spin   201.4 kJ/mol

In the Mulliken picture, each atom carries the following charge in e: S -0.04; O -0.11; O -0.47; C 0.12; H 0.35; H 0.15

Below is CH2O2S in the gas phase at a distorted geometry, with properties calculated with ωB97M-V/def2-TZVPD.

CARTESIAN COORDINATES (ANGSTROEM)
1 S 1.287 -0.136 -0.005
2 O -1.114 -1.070 -0.005
3 O -1.027 1.216 -0.012
4 C -0.501 0.128 0.026
5 H -2.049 -0.893 0.014
6 H 1.599 1.137 0.046

LUMO   0.55 eV
E   -15999.876 eV
Largest force on an atom   1.42 eV/A
SMILES   O=C(O)S
ΔE to the lowest compared entry with this formula, charge and spin   5.7 kJ/mol

In the Mulliken picture, each atom carries the following charge in e: S -0.20; O -0.43; O -0.49; C 0.63; H 0.33; H 0.16

Below is CH2O2S in the gas phase at a distorted geometry, with properties calculated with ωB97M-V/def2-TZVPD.

CARTESIAN COORDINATES (ANGSTROEM)
1 S -0.524 -0.285 0.488
2 O -0.120 -0.906 1.731
3 O -1.807 0.354 0.365
4 C 0.742 0.397 -0.622
5 H 1.517 -0.317 -0.603
6 H 0.192 0.758 -1.359

LUMO (alpha / beta)   -1.49 / -1.49 eV
E   -15996.255 eV
Largest force on an atom   7.22 eV/A
SMILES   C=S(=O)=O
ΔE to the lowest compared entry with this formula, charge and spin   355.1 kJ/mol

In the Mulliken picture, each atom carries the following charge in e: S 0.88; O -0.46; O -0.46; C -0.63; H 0.32; H 0.34

Below is a 2-piece molecular cluster, CH2O2S2 overall at a distorted geometry, with properties calculated with ωB97M-V/def2-TZVPD.

CARTESIAN COORDINATES (ANGSTROEM)
1 S 0.654 -0.764 -1.573
2 S -0.571 1.152 0.572
3 O -0.990 2.198 -0.369
4 O -1.432 0.885 1.720
5 C -0.025 -0.513 -0.046
6 H 0.948 -1.147 1.046
7 H 1.416 -1.811 -1.349

LUMO (alpha / beta)   -1.65 / -1.75 eV
E   -26829.582 eV
Largest force on an atom   4.81 eV/A
ΔE to the lowest compared entry with this formula, charge and spin   431.4 kJ/mol

In the Mulliken picture, each atom carries the following charge in e: S -0.04; S 0.76; O -0.49; O -0.46; C -0.19; H 0.25; H 0.16

Below is CH2O3P2 in the gas phase at a distorted geometry, with properties calculated with ωB97M-V/def2-TZVPD.

CARTESIAN COORDINATES (ANGSTROEM)
1 P -0.321 1.020 -0.002
2 P -0.504 -1.550 -0.207
3 O -0.325 2.172 0.885
4 O -1.580 0.560 -0.683
5 O -0.895 -1.738 1.203
6 C 0.857 -0.240 -0.199
7 H 1.703 -0.108 0.310
8 H 1.065 -0.116 -1.306

LUMO (alpha / beta)   -0.51 / -3.59 eV
Multiplicity   3
E   -25786.472 eV
Largest force on an atom   5.21 eV/A
ΔE to the lowest compared entry with this formula, charge and spin   89.8 kJ/mol

In the Mulliken picture, each atom carries the following charge in e: P 0.87; P 0.28; O -0.57; O -0.50; O -0.35; C -0.50; H 0.45; H 0.31

Below is a 2-piece molecular cluster, CH2O3S overall at a distorted geometry, with properties calculated with ωB97M-V/def2-TZVPD.

CARTESIAN COORDINATES (ANGSTROEM)
1 S 0.265 -1.513 -0.735
2 O -0.980 -1.747 -1.344
3 O 1.158 1.138 0.216
4 O -0.019 -0.848 0.895
5 C 0.223 0.210 0.064
6 H 1.011 1.558 1.063
7 H -1.658 1.202 -0.159

LUMO (alpha / beta)   -0.82 / -0.63 eV
E   -18041.032 eV
Largest force on an atom   3.87 eV/A
ΔE to the lowest compared entry with this formula, charge and spin   465.2 kJ/mol

In the Mulliken picture, each atom carries the following charge in e: S 0.46; O -0.40; O -0.34; O -0.29; C 0.11; H 0.36; H 0.10

Below is CH2O3S in the gas phase at a distorted geometry, with properties calculated with ωB97M-V/def2-TZVPD.

CARTESIAN COORDINATES (ANGSTROEM)
1 S 1.289 -0.337 0.282
2 O 0.281 -0.538 -0.986
3 O -1.390 -0.461 0.609
4 O 2.300 1.233 -0.001
5 C -0.415 0.223 0.030
6 H -0.492 1.205 -0.165
7 H -1.573 -1.326 0.230

LUMO   -0.19 eV
E   -18042.500 eV
Largest force on an atom   7.39 eV/A
ΔE to the lowest compared entry with this formula, charge and spin   323.5 kJ/mol

In the Mulliken picture, each atom carries the following charge in e: S 0.38; O -0.29; O -0.45; O -0.57; C 0.18; H 0.41; H 0.33

Below is CH2O3S2 in the gas phase at a distorted geometry, with properties calculated with ωB97M-V/def2-TZVPD.

CARTESIAN COORDINATES (ANGSTROEM)
1 S -1.108 1.420 1.644
2 S -0.221 -0.957 -0.010
3 O -0.855 -1.653 -1.055
4 O -0.029 0.801 -0.617
5 O 1.293 -1.569 0.093
6 C -0.331 1.707 0.228
7 H 1.522 -2.447 -0.164
8 H -0.270 2.698 -0.119

LUMO   -0.19 eV
E   -28880.063 eV
Largest force on an atom   3.50 eV/A
ΔE to the lowest compared entry with this formula, charge and spin   133.6 kJ/mol

In the Mulliken picture, each atom carries the following charge in e: S -0.36; S 0.83; O -0.44; O -0.31; O -0.48; C 0.06; H 0.35; H 0.34

Below is CH2O5S in the gas phase at a distorted geometry, with properties calculated with ωB97M-V/def2-TZVPD.

CARTESIAN COORDINATES (ANGSTROEM)
1 S -2.057 0.036 -0.120
2 O 0.722 0.487 -0.504
3 O -3.166 -0.575 0.510
4 O -1.905 0.327 -1.484
5 O -1.427 1.191 0.786
6 O -0.786 -1.145 0.203
7 C 0.397 -0.615 -0.161
8 H 1.089 -1.542 -0.012
9 H -0.499 1.246 0.318

LUMO   0.61 eV
E   -22140.966 eV
Largest force on an atom   4.58 eV/A
SMILES   O=COS(=O)(=O)O
ΔE to the lowest compared entry with this formula, charge and spin   9.9 kJ/mol

In the Mulliken picture, each atom carries the following charge in e: S 1.17; O -0.50; O -0.50; O -0.48; O -0.45; O -0.27; C 0.29; H 0.31; H 0.44

Below is CH2OS in the gas phase at a distorted geometry, with properties calculated with ωB97M-V/def2-TZVPD.

CARTESIAN COORDINATES (ANGSTROEM)
1 S 1.328 -0.082 -0.048
2 O -1.323 -0.400 -0.060
3 C -0.452 0.421 0.003
4 H 0.865 -1.418 0.121
5 H -0.418 1.480 -0.016

LUMO   0.70 eV
E   -13951.394 eV
Largest force on an atom   3.13 eV/A
SMILES   O=CS
ΔE to the lowest compared entry with this formula, charge and spin   26.7 kJ/mol

In the Mulliken picture, each atom carries the following charge in e: S -0.24; O -0.42; C 0.16; H 0.18; H 0.32

Below is CH2OS3 as an isolated structure at a distorted geometry, with properties calculated with ωB97M-V/def2-TZVPD.

CARTESIAN COORDINATES (ANGSTROEM)
1 S 2.278 -0.583 -0.384
2 S -0.565 1.048 -0.081
3 S -1.458 1.194 -1.705
4 O -1.424 1.008 1.075
5 C 0.732 -0.815 0.198
6 H 0.033 -1.422 -0.338
7 H 0.404 -0.430 1.235

LUMO   -2.65 eV
E   -35619.691 eV
Largest force on an atom   3.11 eV/A
ΔE to the lowest compared entry with this formula, charge and spin   129.7 kJ/mol

In the Mulliken picture, each atom carries the following charge in e: S -0.15; S 0.52; S -0.11; O -0.43; C -0.48; H 0.35; H 0.29